{"formula": "C29H66F6N3O9PS2", "method": "ωB97M-V/def2-TZVPD", "e_tot_ha": -3722.051239, "homo_ev": -8.141, "gap_ev": 2.79, "charge": 2, "elements": ["S", "S", "P", "F", "F", "F", "F", "F", "F", "O", "O", "O", "O", "O", "O", "O", "O", "O", "N", "N", "N", "C", "C", "C", "C", "C", "C", "C", "C", "C", "C", "C", "C", "C", "C", "C", "C", "C", "C", "C", "C", "C", "C", "C", "C", "C", "C", "C", "C", "C", "H", "H", "H", "H", "H", "H", "H", "H", "H", "H", "H", "H", "H", "H", "H", "H", "H", "H", "H", "H", "H", "H", "H", "H", "H", "H", "H", "H", "H", "H", "H", "H", "H", "H", "H", "H", "H", "H", "H", "H", "H", "H", "H", "H", "H", "H", "H", "H", "H", "H", "H", "H", "H", "H", "H", "H", "H", "H", "H", "H", "H", "H", "H", "H", "H", "H"], "coordinates": [[19.658766, 2.493974, -21.927942], [27.311758, 8.949239, -23.752130], [13.527271, -3.348202, -24.099310], [22.147701, 2.112875, -21.760372], [20.928049, 0.403610, -21.815540], [25.828536, 8.633415, -21.488923], [21.275335, 1.452675, -23.782858], [25.089356, 7.414530, -23.240360], [26.911360, 6.761977, -22.070030], [14.708112, 7.469511, -21.027530], [27.527009, 8.203307, -25.044273], [19.874166, 2.602669, -20.518722], [18.470581, 1.674726, -22.248033], [19.737744, 3.749168, -22.677384], [16.999928, 9.298125, -30.901725], [28.531126, 9.298983, -23.025797], [26.504495, 10.146775, -23.988166], [21.100071, -0.213289, -14.220639], [20.727953, 2.081932, -14.098504], [16.139253, 8.525733, -19.419718], [17.029087, 6.857318, -28.950373], [14.596782, -3.194489, -26.724121], [16.628084, -3.536962, -27.932791], [11.356057, -4.444842, -25.387366], [13.775898, -2.393217, -25.690739], [16.716764, 7.979226, -31.328321], [12.459429, -4.809660, -24.513967], [17.608444, -6.907952, -23.256114], [18.526112, 6.757201, -29.110941], [15.682689, -5.195865, -23.757863], [16.257669, 6.970481, -30.300439], [21.859726, 3.099959, -13.849337], [26.177746, 7.882726, -22.505037], [16.714037, 8.045934, -28.025958], [10.351926, -1.652787, -20.425672], [21.468404, 0.750795, -11.988525], [21.173489, 1.566969, -22.423062], [15.110240, -3.776266, -23.477577], [21.071424, 0.775439, -13.503497], [10.868970, -3.000630, -21.023415], [10.510339, -5.669230, -25.882495], [17.138171, -5.379101, -23.277595], [9.318560, -5.970806, -24.962166], [12.580425, -2.285796, -22.863514], [16.078023, -2.797655, -26.848620], [17.615719, 8.351163, -19.799492], [15.205664, 7.408526, -19.897732], [16.492208, 5.650317, -28.320026], [12.298332, -3.069360, -21.528280], [14.858444, 6.281289, -18.861624], [9.794825, -6.177192, -24.003684], [15.122953, -6.095842, -23.503227], [21.920143, 1.707459, -11.726184], [15.680305, -5.298294, -24.843033], [16.086104, -1.737051, -27.099927], [11.155327, -6.547683, -25.861851], [16.201813, -3.074855, -28.823210], [14.123394, 6.646864, -18.144576], [13.109817, -5.582348, -24.923933], [9.495586, -1.423265, -21.059790], [15.662505, 5.860239, -27.645005], [17.219090, 5.447078, -27.533618], [11.077124, -0.844487, -20.519701], [22.819902, 2.592555, -13.756083], [18.767309, 5.810601, -29.594528], [17.511115, 8.421832, -20.882161], [17.849225, -4.813046, -23.879328], [15.984751, 7.957708, -32.135676], [14.579912, -4.270222, -26.549139], [10.838719, -3.752239, -20.234572], [15.926302, 9.410939, -19.856929], [14.442051, 5.439250, -19.414530], [15.682501, -2.931914, -23.861885], [11.771660, -4.004916, -26.293917], [21.871333, 3.849353, -14.640787], [12.357663, -4.153319, -21.626345], [16.766234, -7.548143, -22.993556], [16.269906, 4.778118, -28.934797], [11.736846, -1.760597, -23.311444], [17.065127, -5.062416, -22.237171], [12.765580, -2.108912, -25.984895], [15.635757, 7.891900, -27.984641], [10.111066, -3.249795, -21.766099], [15.710018, 5.856286, -18.330306], [17.697870, -3.334193, -27.983200], [15.182078, 6.943065, -30.125951], [13.059209, -2.798818, -20.796183], [19.036781, 6.893090, -28.157617], [18.726171, 7.694016, -29.631009], [17.186779, 7.938559, -27.049693], [10.056304, -1.762911, -19.382323], [13.329628, -1.501287, -22.756969], [19.857885, 2.460942, -13.752896], [18.443891, -7.197503, -22.618705], [14.223761, -1.470967, -25.320639], [16.388976, 5.962167, -30.693085], [16.121935, 8.539702, -18.409955], [15.029516, -3.790631, -22.390669], [10.683537, -3.669044, -25.021375], [16.947702, 9.007984, -28.481968], [16.623319, -2.993859, -25.925448], [20.592458, 1.955402, -15.091340], [17.955816, 7.345110, -19.553963], [16.122465, 9.652916, -30.741188], [22.245197, -0.007281, -11.888408], [14.049278, -2.955712, -27.635891], [21.471616, 3.544113, -12.932709], [12.110705, -5.066829, -23.513790], [20.530843, 0.535732, -11.475868], [17.625425, 7.628368, -31.817542], [8.593115, -6.745904, -25.209256], [8.697300, -5.077404, -24.899160], [16.411281, -4.604083, -27.981377], [17.785494, -7.256699, -24.273516], [18.163655, 9.223188, -19.442499], [10.253269, -5.506245, -26.929135]], "forces_ev_per_angstrom": [[-2.05, 0.81, -1.87], [0.94, 1.12, -2.78], [-2.76, 0.38, -1.56], [2.09, 0.44, -0.99], [0.83, -1.69, -0.86], [-0.61, -0.56, 0.32], [0.96, -0.18, 1.75], [1.08, 0.55, 1.80], [-1.66, 1.64, -0.22], [2.38, 0.39, 4.18], [-0.69, 0.34, 3.22], [0.24, 0.33, 1.64], [1.26, 0.44, -0.18], [-0.06, -0.48, 0.29], [-0.77, -0.70, 0.37], [-0.83, -1.34, 0.23], [-0.68, -0.87, 0.63], [-0.41, 3.15, 1.48], [0.99, 0.75, -0.85], [0.88, -1.07, 0.15], [-0.55, 0.95, -0.45], [-0.37, 1.00, 0.52], [1.63, -0.49, -2.94], [-1.77, -0.16, -2.54], [-0.18, -0.73, 2.24], [1.05, -0.19, -0.77], [1.85, 0.81, 2.07], [-1.35, 0.65, -0.89], [-0.70, 1.06, -0.43], [1.01, -0.03, -2.51], [0.64, -0.93, 0.52], [-1.25, 0.22, 0.41], [2.30, -0.92, -3.17], [-0.99, -0.78, -0.88], [0.23, -0.60, -0.79], [-0.22, 0.66, -2.21], [-3.64, 0.45, 0.37], [0.25, -1.48, 1.44], [1.21, -4.29, 0.29], [-0.34, 1.12, 1.38], [0.04, -0.19, 0.17], [-0.23, -1.65, 0.85], [0.28, 0.90, -0.04], [1.41, -0.98, -0.29], [-2.29, 0.98, 2.18], [-0.98, -0.29, -1.55], [-2.54, -1.38, -2.89], [0.39, -0.53, 2.71], [-0.28, 0.07, -1.04], [0.65, 0.65, -1.01], [-0.59, -0.09, 0.36], [-0.64, 0.58, 0.89], [-0.38, -0.06, 0.40], [0.21, -0.06, -0.41], [0.37, 0.17, 0.41], [0.18, -0.05, -0.20], [0.11, -0.41, -0.50], [0.01, 0.15, -0.03], [-0.14, -0.13, 0.08], [-0.17, 0.58, 0.53], [-0.62, 0.29, -0.78], [0.34, -0.83, -0.27], [0.03, 0.01, 0.08], [-0.25, 0.04, 0.02], [0.22, 0.40, -0.16], [0.76, -0.13, -0.09], [-0.12, 0.32, 0.36], [-0.29, 0.07, 0.02], [-0.44, -0.07, -0.03], [-0.32, -0.12, -0.06], [-0.87, 0.42, 0.17], [-0.17, 0.35, -0.17], [0.80, -0.30, 0.41], [0.07, 0.00, -0.17], [-0.05, -0.28, -0.03], [0.83, -0.11, -0.62], [-0.16, 0.09, 0.53], [0.40, 0.42, -0.25], [-0.23, -0.52, -0.12], [0.80, 0.37, 0.09], [0.06, -0.14, -0.33], [-0.04, 0.82, 0.64], [0.51, -0.57, -0.32], [0.25, 0.46, 0.05], [0.13, -0.47, -0.22], [0.01, 0.72, 0.72], [-0.30, 0.17, 0.20], [-0.37, -0.53, 0.20], [0.68, -0.50, -0.65], [0.02, -0.26, -0.22], [-0.05, 0.13, -0.16], [0.02, 0.27, 0.58], [-0.39, 0.09, 0.42], [0.01, 0.58, -0.07], [0.44, 0.17, -0.37], [0.36, 0.11, -0.51], [-0.49, 0.51, 0.45], [0.12, 0.85, 0.22], [0.01, -0.02, 0.49], [0.23, -0.37, -0.14], [-0.11, 0.26, 0.27], [0.00, -0.42, -0.68], [0.20, 0.37, 0.34], [0.00, 0.83, 0.10], [-0.45, -0.21, 0.13], [0.46, -0.49, -0.47], [1.02, 0.35, 0.07], [0.00, -0.69, 0.02], [0.31, -0.04, 0.47], [0.15, -0.07, 0.22], [0.63, -0.35, -0.33], [0.06, 0.19, 0.34], [0.15, -0.02, 0.28], [0.49, 0.23, -0.12], [0.07, -0.45, 0.31], [-0.27, 0.02, 0.10]]}